No. 1
Molecular formula: C7H10
Method: DFT, wB97M-V/def2-TZVPD

```
17
Properties=species:S:1:pos:R:3:forces:R:3:lowdin_charge:R:1
C 1.8146 -0.5810 -0.6098 -0.1 0.0 0.0 -0.062
C 1.1648 0.0172 0.6160 0.1 0.0 0.0 -0.242
C -0.0437 0.9300 0.6031 0.0 0.3 0.0 -0.228
C -0.8352 0.9310 -0.6659 -0.6 0.5 0.3 -0.084
C -1.5347 -0.3364 -0.7069 0.1 0.0 0.0 -0.136
C -1.0874 -1.1565 0.2810 0.1 0.1 -0.2 -0.041
C -0.1624 -0.4600 1.2072 0.0 -0.1 0.0 -0.192
H 2.4998 0.1431 -1.0654 -0.1 -0.1 0.1 0.080
H 2.3952 -1.4709 -0.3375 -0.1 0.2 0.0 0.079
H 1.0805 -0.8674 -1.3676 0.1 0.0 0.1 0.072
H 1.8896 0.3004 1.3825 -0.2 0.0 -0.1 0.133
H 0.0109 1.8294 1.2049 0.0 -0.1 -0.1 0.139
H -1.3623 1.9628 -1.0757 0.5 -0.4 -0.2 -0.018
H -2.1669 2.2969 -0.5647 0.3 -0.7 0.3 0.154
H -2.1927 -0.6302 -1.5205 0.1 0.0 0.2 0.103
H -1.2814 -2.2268 0.3446 -0.1 0.3 0.0 0.110
H -0.1885 -0.6816 2.2746 -0.1 0.1 -0.3 0.133
```
Forces are in eV/Å.

Net charge   0
Energy above the lowest of the compared OMol25 structures with the same formula, charge and spin   5.3679 eV
Lowest unoccupied orbital energy (spin up / spin down)   -0.2396 / -0.1900 eV
Molecular weight   94.2 g mol⁻¹
E_HOMO (spin up / spin down)   -0.2856 / -0.2790 Eh
Gap between HOMO and LUMO (spin up / spin down)   7.53 / 7.40 eV

***

No. 2
Molecular formula: C4H10N2O
Method: DFT, wB97M-V/def2-TZVPD

```
17
Properties=species:S:1:pos:R:3:forces:R:3:lowdin_charge:R:1
C 2.4769 -1.1113 -0.1299 0.2 0.0 0.0 -0.071
N 1.2217 1.1338 -0.5928 -0.1 0.1 0.0 0.140
C 0.4964 0.1488 -0.2351 0.0 0.0 0.0 -0.507
O 1.0678 -1.0387 0.0561 -0.4 0.0 0.1 -0.077
N -0.8801 0.1086 -0.1136 0.3 0.1 0.0 -0.165
C -1.5542 -0.9363 0.6335 0.0 -0.1 0.0 -0.058
C -1.5660 1.3803 -0.1698 -0.1 0.1 -0.1 -0.076
H 2.8254 -1.8917 0.5419 0.0 0.0 -0.1 0.087
H 2.6944 -1.3656 -1.1692 0.0 0.0 0.1 0.092
H 2.9464 -0.1557 0.1010 0.0 -0.1 0.0 0.074
H 0.6808 1.9733 -0.7470 0.0 0.0 0.0 0.028
H -1.5757 -0.7340 1.7158 0.0 0.0 -0.2 0.094
H -1.0653 -1.8947 0.4650 -0.1 0.1 0.0 0.085
H -2.5847 -0.9942 0.2680 0.2 -0.1 0.1 0.085
H -1.2878 1.9210 -1.0797 -0.1 0.0 0.1 0.085
H -2.6416 1.1926 -0.2099 0.1 0.1 0.0 0.085
H -1.3453 2.0174 0.7021 -0.1 -0.1 -0.1 0.099
```
Forces are in eV/Å.

SMILES   [H]/N=C(/OC)N(C)C
Net charge   0
Energy above the lowest of the compared OMol25 structures with the same formula, charge and spin   1.5920 eV
Lowest unoccupied orbital energy   0.9199 eV
Molecular weight   102.1 g mol⁻¹
E_HOMO   -0.3220 Eh
Gap between HOMO and LUMO   9.68 eV

***

No. 3
Molecular formula: C3H10P2
Method: DFT, wB97M-V/def2-TZVPD

```
15
Properties=species:S:1:pos:R:3:forces:R:3:lowdin_charge:R:1
C 2.6999 0.6999 1.2239 -0.1 -4.7 -2.0 0.057
C -0.9551 0.9111 -1.2876 -0.1 1.2 -0.1 -0.371
C -0.9547 0.0869 1.3780 2.1 -5.5 0.9 -0.355
P -0.6102 -2.0459 -0.7622 -1.2 -0.6 1.9 0.559
P 0.0621 -0.1080 -0.1134 0.2 1.8 -1.2 0.546
H 3.0911 0.2175 0.1731 -0.6 1.3 2.3 -0.054
H 2.8714 1.7105 1.1700 0.3 3.1 -0.6 -0.159
H -0.2550 1.5654 -1.8587 -0.8 -0.2 0.4 0.030
H -1.3905 0.2220 -1.9740 -0.4 -0.4 -0.9 -0.027
H -1.8514 1.4809 -0.8659 1.5 -0.5 -0.3 0.061
H -0.0837 0.0033 2.0610 -1.2 1.0 0.7 0.008
H -1.4907 0.9450 1.2499 -1.4 2.2 0.5 -0.019
H -1.5413 -0.9109 1.5678 0.5 2.2 -0.3 0.058
H 0.4689 -2.5035 0.0076 0.1 -0.8 0.0 -0.150
H -0.0609 -2.2744 -1.9695 1.1 0.1 -1.4 -0.184
```
Forces are in eV/Å.

Net charge   0
Energy above the lowest of the compared OMol25 structures with the same formula, charge and spin   4.8792 eV
Lowest unoccupied orbital energy (spin up / spin down)   -0.4990 / -0.4753 eV
Molecular weight   108.1 g mol⁻¹
E_HOMO (spin up / spin down)   -0.3086 / -0.3042 Eh
Gap between HOMO and LUMO (spin up / spin down)   7.90 / 7.80 eV

***

no.,electronic energy (eV)
1,-7415.6668
2,-9337.3955
3,-21844.3632